11
Properties=species:S:1:pos:R:3:lowdin_charge:R:1 method="wB97M-V/def2-TZVPD" orbital_gap_ev="7.0 / 7.0" homo_energy_ev="-8.78 / -8.77"
C 0.07 -0.47 0.87 -0.673
C 0.75 0.31 -0.20 -1.067
N 0.33 -1.80 0.87 0.163
N -1.04 1.51 -1.45 0.016
O -0.62 0.18 1.68 -0.005
Cl 1.52 -0.58 -1.43 0.653
I 1.73 2.13 0.38 0.836
H 0.62 -2.14 0.03 0.004
H -0.27 -2.38 1.41 0.109
H -1.81 0.87 -1.27 -0.038
H -1.28 2.38 -0.88 0.000

9
Properties=species:S:1:pos:R:3:lowdin_charge:R:1 method="wB97M-V/def2-TZVPD" orbital_gap_ev="8.1 / 8.1" charge=+1 homo_energy_ev="-14.81 / -14.81"
C -1.46 0.51 0.22 -0.471
C 0.82 0.47 -0.45 0.033
N -0.29 -0.19 0.29 -0.340
N -0.26 -1.11 1.09 0.248
Cl -2.75 0.08 -0.53 0.995
H 0.51 1.44 -0.78 0.090
H 1.81 0.53 0.17 0.161
H 1.00 -0.18 -1.37 0.139
H 0.63 -1.57 1.35 0.147

9
Properties=species:S:1:pos:R:3:mulliken_spin:R:1 method="wB97M-V/def2-TZVPD" s_squared=2.02 orbital_gap_ev="6.5 / 7.0" multiplicity=3 charge=+1 homo_energy_ev="-12.45 / -15.59"
C 0.85 -1.50 0.71 0.587
C -0.33 1.70 -0.92 0.782
N -1.45 -0.93 0.88 0.495
N -0.35 -1.17 0.79 -0.058
Cl -1.78 1.17 -0.41 0.115
H 1.61 -1.94 1.38 0.013
H 1.19 -1.20 -0.28 0.034
H 0.17 1.37 -1.78 0.018
H 0.10 2.51 -0.38 0.015

10
Properties=species:S:1:pos:R:3:lowdin_charge:R:1 method="wB97M-V/def2-TZVPD" orbital_gap_ev="8.5 / 7.9" homo_energy_ev="-10.34 / -10.23"
C -1.08 0.00 1.72 -0.477
C 0.83 -0.45 -1.43 -0.267
N -0.60 0.56 0.60 -0.361
O -0.89 0.35 2.86 0.043
O -0.18 -0.90 -0.74 -0.065
Cl 0.67 1.66 0.62 0.759
H -1.98 -0.64 1.36 0.161
H 0.52 -0.22 -2.45 0.107
H 1.68 -1.00 -1.29 0.067
H 1.02 0.64 -1.25 0.033

11
Properties=species:S:1:pos:R:3:lowdin_charge:R:1 method="wB97M-V/def2-TZVPD" orbital_gap_ev=11.0 homo_energy_ev=-10.96 smiles="O=[N+]([O-])[C@H](Cl)CO"
O 2.20 1.80 0.60 0.087
N 2.45 0.81 0.01 -0.438
O 3.48 0.57 -0.55 0.072
C 1.51 -0.41 0.39 -0.592
Cl 1.80 -1.74 -0.67 0.741
C 0.08 0.14 0.37 -0.239
O -0.86 -0.95 0.63 -0.120
H 1.91 -0.52 1.35 0.106
H -0.33 0.49 -0.59 0.138
H -0.05 0.84 1.26 0.142
H -0.55 -1.47 1.42 0.101

11
Properties=species:S:1:pos:R:3:lowdin_charge:R:1 method="wB97M-V/def2-TZVPD" orbital_gap_ev=11.0 homo_energy_ev=-10.50 smiles="[H]/N=C/OC(=O)O.Cl"
H -0.84 1.05 2.75 0.129
N -0.23 0.87 1.85 0.095
C -0.71 0.72 0.71 -0.126
O 0.33 0.31 -0.33 -0.017
C 1.57 -0.27 -0.12 -0.591
O 1.94 -0.77 -1.16 0.125
O 2.21 -0.18 1.05 0.131
H -1.64 0.81 0.17 0.120
H 1.90 0.58 1.59 0.116
Cl -2.30 -1.07 -2.79 0.203
H -2.24 -2.05 -3.72 -0.184

11
Properties=species:S:1:pos:R:3:lowdin_charge:R:1 method="wB97M-V/def2-TZVPD" orbital_gap_ev=10.8 homo_energy_ev=-10.76 smiles="CN(O)OC(=O)Cl"
C 1.39 0.97 -0.26 -0.049
N 0.01 0.41 -0.21 -0.117
O -0.21 -0.03 -1.47 -0.023
O -0.15 -0.94 0.74 -0.009
C -1.26 -1.39 1.19 -0.875
O -1.38 -2.25 2.05 0.051
Cl -2.72 -0.55 0.47 0.625
H 1.40 2.09 -0.34 0.102
H 2.09 0.75 0.55 0.086
H 1.95 0.60 -1.19 0.111
H -1.13 0.33 -1.53 0.097

12
Properties=species:S:1:pos:R:3:lowdin_charge:R:1 method="wB97M-V/def2-TZVPD" orbital_gap_ev=10.1 homo_energy_ev=-10.05 smiles="CN=[S@](=O)(Cl)OC=O"
C 1.56 0.77 0.54 -0.200
N 0.64 0.33 -0.46 -0.266
S -0.85 0.65 -0.46 0.400
O -1.47 1.66 -1.25 -0.321
Cl -1.83 0.81 1.27 0.475
O -1.45 -0.74 -1.04 -0.185
C -0.88 -1.83 -0.52 -0.344
O -0.52 -1.90 0.65 0.037
H 1.45 0.25 1.52 0.075
H 2.70 0.64 0.45 0.099
H 1.41 1.91 0.56 0.092
H -0.74 -2.56 -1.27 0.137

The records above yield energy above the lowest of the compared OMol25 structures with the same formula, charge and spin values of 3.442, 4.505, 0.695, 5.589, 4.479, 1.816, 4.598, 2.306 eV, respectively.